No. 1
{
  "formula": "C62H54BClN11OP2TaTe",
  "method": "the ωB97M-V functional and the def2-TZVPD basis",
  "multiplicity": 2,
  "lumo_energy_ha": [-0.34123, -0.36919],
  "homo_energy_ev": [-14.9, -14.9],
  "energy_ha": -4564.5320,
  "charge": 3,
  "symbols": ["C", "H", "H", "H", "H", "N", "H", "O", "C", "C", "Te", "C", "H", "C", "C", "H", "H", "H", "H", "H", "C", "Ta", "H", "N", "C", "C", "H", "C", "C", "P", "H", "C", "H", "C", "C", "H", "H", "C", "C", "N", "C", "C", "H", "C", "N", "H", "H", "C", "C", "N", "H", "C", "H", "C", "H", "H", "C", "H", "C", "C", "C", "C", "N", "H", "H", "H", "C", "H", "H", "H", "H", "H", "C", "H", "C", "C", "C", "C", "H", "C", "C", "C", "H", "C", "N", "H", "C", "B", "H", "P", "C", "C", "H", "C", "H", "C", "C", "H", "N", "H", "C", "C", "C", "C", "C", "C", "Cl", "N", "H", "H", "C", "H", "C", "C", "C", "H", "N", "N", "C", "H", "H", "H", "C", "H", "C", "H", "H", "C", "C", "C", "H", "C", "C", "H"],
  "positions_angstrom": [[3.486, -1.555, 3.144], [-2.891, -5.831, -2.182], [0.107, -6.076, 0.746], [-3.049, 4.448, -0.072], [2.162, 3.918, 1.045], [-0.356, -2.416, -2.410], [-2.598, 5.268, 3.566], [1.899, -0.424, -1.484], [0.322, -1.203, -4.442], [1.446, 2.125, -2.541], [0.146, 4.805, -0.448], [-0.387, -3.685, -4.245], [-5.028, 5.736, -0.878], [-1.434, 1.977, -2.903], [-2.740, -6.009, -1.138], [2.790, -5.808, 0.920], [-3.941, 0.247, -4.368], [3.849, 3.769, 4.947], [3.876, -0.839, -1.575], [-2.126, 0.409, 2.875], [-3.487, 2.308, -4.731], [0.444, -0.779, -0.484], [-2.060, -1.580, 1.978], [-3.927, 6.946, -2.093], [-4.034, 5.961, -1.238], [3.683, -3.172, 0.058], [-0.635, 6.999, -2.563], [4.732, 2.301, 0.613], [-0.794, -4.435, -3.164], [-0.008, 1.757, 1.260], [-4.069, -7.396, 2.497], [0.710, -5.216, 0.540], [-2.788, 4.323, -4.914], [2.372, -1.222, 2.386], [4.949, 3.383, -1.532], [4.118, -0.610, -3.852], [-2.250, 1.253, -0.208], [3.088, 3.945, 2.957], [1.539, 1.595, -3.787], [1.173, -3.149, -0.057], [-3.191, 0.711, -0.129], [4.023, 2.434, -2.123], [4.177, 2.270, -3.182], [-1.609, 3.206, -3.531], [-0.792, -3.653, -2.073], [4.330, -3.500, 0.868], [2.075, -3.228, 5.728], [1.012, -2.415, 4.044], [-1.182, -1.837, 2.547], [-2.104, -2.748, -0.203], [-0.333, -3.404, 5.406], [2.675, 0.846, -4.262], [-5.069, -1.470, 0.185], [3.163, 3.372, 4.215], [3.656, -2.089, 0.034], [-0.295, -4.000, -5.264], [-1.585, 6.666, -2.172], [-3.698, 1.002, 0.790], [-2.645, 3.369, -4.433], [-1.360, -2.544, 3.737], [2.331, -3.758, 0.229], [3.350, 0.026, -3.442], [2.495, -0.460, 1.217], [-4.276, 2.435, -5.455], [4.292, -2.502, 4.886], [-3.833, 1.000, -0.961], [5.231, 3.348, -0.205], [5.428, 4.092, -2.189], [4.472, -1.276, 2.806], [-2.736, 8.152, -3.236], [-2.114, -0.055, -2.735], [3.723, 4.779, 2.701], [3.176, -0.070, -1.936], [-3.925, -7.785, -0.629], [2.172, -2.687, 4.799], [1.344, 2.401, 2.341], [2.347, 2.296, 4.530], [1.442, 1.813, 3.604], [4.112, -3.532, -0.877], [-2.928, 5.243, -0.791], [2.193, 3.451, 2.022], [-3.019, -7.457, 2.212], [0.670, 1.631, -4.435], [-0.117, -2.418, -3.725], [-0.014, -1.441, 2.072], [-2.352, -2.839, 4.035], [-1.363, 2.351, 2.378], [-1.175, -3.942, -0.614], [2.411, 1.847, 5.508], [-0.107, 1.740, -1.674], [-3.296, 1.076, -4.124], [-2.275, 0.907, -3.206], [1.171, -1.422, -5.086], [-2.998, -0.760, -0.134], [2.361, 3.072, -0.838], [-3.278, -6.982, -0.340], [-2.755, 7.315, -2.552], [-2.405, -7.053, 3.014], [0.174, -4.049, 0.137], [-0.925, 4.019, -3.327], [-2.778, -6.706, 0.958], [-3.420, -2.915, -0.003], [-3.383, 3.329, 4.021], [3.474, 0.394, 1.184], [1.096, -1.696, 2.812], [2.073, -5.070, 0.630], [6.245, 4.520, 0.546], [-1.953, -5.205, -0.368], [-3.874, -3.878, 0.108], [2.858, 0.804, -5.327], [2.581, 2.390, -1.652], [-0.480, -0.814, -5.067], [-2.234, 1.474, 3.014], [3.943, 1.271, 0.158], [-1.488, 3.719, 2.603], [-1.060, -5.470, -3.123], [-1.825, -1.412, -0.288], [-2.010, -5.636, 0.916], [-3.236, 1.964, 3.837], [-3.908, 1.279, 4.331], [0.786, 0.996, 3.872], [5.023, 2.338, 1.651], [-4.028, -1.681, 0.050], [-4.179, 3.709, 4.641], [3.522, 1.270, -1.259], [4.006, 0.564, 2.122], [0.597, -0.454, -3.704], [-1.687, 5.612, -1.279], [-2.499, 4.205, 3.411], [-0.271, 2.754, -0.220], [-0.789, 4.415, 2.149], [3.392, -2.276, 4.337], [-0.255, -2.847, 4.485], [-2.781, -8.509, 2.063]],
  "mulliken_charge": [-0.21, 0.70, 0.79, 0.43, -0.24, 0.40, 0.52, 1.29, -0.73, 0.09, 0.79, -2.34, 0.41, 0.90, -0.23, 0.59, 0.56, 0.45, 0.68, 1.03, -0.91, 1.82, 0.60, -0.52, -0.69, -1.06, 0.43, -1.06, 0.07, 0.82, 0.33, -0.19, 0.53, -0.58, -1.33, 0.53, -0.57, -0.75, -0.67, 0.55, -0.82, -0.14, 0.54, -0.65, -0.15, 0.42, 0.54, 1.39, -0.21, 1.54, 0.56, -1.42, 0.69, -0.92, -0.31, 0.62, -0.33, 0.64, -0.85, -1.81, 0.06, -1.45, 1.35, 0.48, 0.52, 0.49, -0.21, 0.59, 0.76, 0.41, 0.76, 0.55, 0.87, 0.49, -1.01, 0.97, -0.74, -0.63, 0.41, -0.12, 0.15, -1.37, 0.70, 0.17, 1.37, 0.76, 1.09, -0.04, 0.57, 0.54, -1.19, -0.26, 0.61, -0.55, 0.02, -1.37, -0.52, 0.34, 0.96, 0.69, 0.66, -0.28, -0.83, -1.21, -0.54, -1.98, -0.16, 0.47, 0.60, 0.42, 0.50, 0.34, -0.73, 0.08, -0.77, 0.82, 0.43, -1.28, -0.77, 0.53, 0.61, 0.86, -2.12, 0.45, 0.56, 0.71, -0.49, 0.58, -0.89, -0.96, 0.35, -1.63, -1.43, 0.34]
}


No. 2
{
  "formula": "C62H56F8IO6PS3",
  "method": "the ωB97M-V functional and the def2-TZVPD basis",
  "multiplicity": 1,
  "lumo_energy_ha": -0.03879,
  "homo_energy_ev": -8.7,
  "energy_ha": -5480.1997,
  "charge": 0,
  "symbols": ["C", "F", "C", "C", "C", "C", "H", "H", "H", "H", "C", "H", "C", "C", "H", "C", "C", "C", "F", "H", "H", "C", "H", "H", "F", "H", "H", "C", "C", "C", "H", "C", "C", "C", "H", "C", "H", "C", "C", "F", "C", "C", "H", "H", "H", "H", "O", "H", "O", "C", "C", "C", "H", "F", "C", "C", "H", "C", "H", "H", "H", "H", "C", "C", "C", "C", "C", "H", "H", "H", "C", "C", "C", "C", "C", "H", "H", "H", "F", "H", "H", "F", "C", "H", "H", "C", "P", "H", "C", "I", "H", "C", "H", "C", "C", "C", "C", "H", "H", "O", "C", "C", "H", "O", "O", "H", "C", "C", "S", "H", "H", "C", "H", "H", "H", "C", "S", "S", "H", "H", "H", "C", "O", "C", "H", "F", "H", "C", "C", "H", "C", "C", "H", "H", "C", "C", "C"],
  "positions_angstrom": [[-1.516, -2.174, -2.060], [-3.257, -7.521, -0.169], [-6.885, 1.957, 3.478], [0.515, -6.060, -2.005], [8.757, 1.508, 4.698], [9.538, -2.943, -3.050], [12.226, -4.807, -2.174], [-4.217, -4.075, -2.252], [2.703, 0.683, 1.488], [-4.011, -4.861, 0.072], [-7.150, 0.292, 1.796], [4.432, -2.190, -1.759], [-6.882, 3.916, -2.262], [-4.983, 2.987, -1.118], [11.601, -0.185, 5.285], [10.752, 0.462, 5.463], [-1.332, 6.093, 1.393], [-8.006, 7.344, -3.175], [1.837, 4.119, 4.239], [-1.381, 0.871, -3.199], [5.212, -4.132, 0.403], [-8.101, 2.515, 3.107], [-1.422, 7.554, -0.175], [-4.420, 2.847, -0.202], [7.263, -3.406, -2.672], [-8.914, 0.382, 0.594], [9.373, 2.383, 7.885], [-1.443, 4.751, 1.728], [-4.533, 2.426, -2.306], [-6.747, 7.473, -2.602], [-6.505, 4.159, -0.166], [0.541, -3.568, -2.231], [-4.172, -3.799, -0.116], [4.033, 3.304, 3.994], [-4.215, -2.967, 1.867], [3.074, 1.414, 2.195], [7.724, 2.782, 6.067], [2.605, -7.167, 0.615], [1.947, -6.019, -1.544], [7.854, 1.722, 3.714], [8.576, 2.133, 5.915], [-5.256, 2.606, -3.477], [1.137, 2.282, 2.564], [3.623, -7.179, 1.056], [-2.188, -6.601, -2.522], [10.435, -6.264, -1.291], [2.651, -3.147, -3.312], [4.565, -5.692, -1.145], [-3.444, -0.402, -0.933], [-0.097, -2.280, -2.247], [2.486, -7.281, -0.899], [-2.439, -5.925, -1.701], [-7.428, 9.960, -0.391], [-1.828, 2.524, 1.029], [10.591, 1.075, 6.698], [4.412, -3.737, -0.220], [11.313, 0.905, 7.486], [-6.401, 0.835, 2.821], [-4.928, 2.170, -4.411], [1.833, -8.120, -1.148], [1.213, -1.028, -3.817], [-8.472, 3.393, 3.620], [-8.839, 1.950, 2.074], [-3.529, -2.988, 1.019], [11.190, -4.515, -2.278], [-7.573, 9.220, -1.167], [-2.272, -3.371, -1.805], [-5.251, -3.640, -0.021], [5.957, 2.430, 3.647], [4.770, -1.593, -0.096], [8.557, -3.771, -2.543], [-1.783, 5.572, -0.912], [-0.231, -4.743, -2.004], [4.427, 1.458, 2.504], [2.009, -3.779, -2.506], [4.636, -4.343, -2.256], [9.261, -2.021, -3.544], [-1.931, 5.889, -1.935], [-7.125, 3.533, -4.568], [3.469, -7.507, -1.319], [11.648, -2.683, -3.296], [-6.682, -0.796, 1.154], [-8.362, 0.830, 1.410], [-10.044, 8.057, -3.172], [-3.507, -5.748, -1.782], [-6.418, 3.351, -3.433], [-2.501, -0.627, -2.215], [5.985, -2.519, -1.035], [-1.630, -4.643, -1.820], [2.729, -3.289, 1.046], [-2.092, 3.480, -1.342], [2.669, -4.905, -1.768], [-1.326, 4.414, 2.749], [-1.710, 3.843, 0.722], [-6.534, 8.408, -1.599], [10.184, -5.332, -1.780], [10.865, -3.322, -2.910], [-3.378, -1.951, 0.728], [4.381, 4.054, 4.692], [-1.645, 0.719, -2.283], [2.692, 3.237, 3.674], [9.827, 0.674, 4.451], [-3.618, 1.852, -2.331], [-1.272, -6.701, 0.273], [1.659, -7.080, 1.348], [-5.458, 0.381, 3.097], [-6.156, 3.729, -1.096], [4.926, -2.400, -0.809], [-3.573, -0.815, -3.827], [-6.308, 2.399, 4.280], [-8.172, 6.616, -3.959], [4.907, 2.399, 3.406], [5.111, 0.757, 2.043], [-9.784, 2.387, 1.783], [-5.555, 8.507, -1.149], [-1.503, 6.505, 0.077], [0.934, -0.829, -2.519], [-1.925, -3.577, 1.634], [-7.797, 4.494, -2.267], [-4.256, -2.420, -1.744], [9.929, 0.201, 3.483], [-3.774, -3.369, -1.543], [0.035, -7.095, -2.406], [-2.206, -6.709, -0.443], [8.055, -5.579, -1.522], [-9.831, 9.855, -1.331], [-1.115, 6.819, 2.166], [9.503, 1.907, 6.923], [8.854, -4.960, -1.908], [-2.333, -4.692, 2.262], [4.106, -4.730, -1.379], [-8.816, 9.072, -1.749], [-5.933, 6.843, -2.935], [-3.037, 0.230, -0.315], [-9.054, 8.145, -2.745], [-1.880, 4.226, -0.589], [2.193, 2.304, 2.788]],
  "mulliken_charge": [0.54, -0.35, -0.41, -0.04, 0.56, -0.57, 0.37, 0.57, 0.49, 0.10, 0.45, 0.29, -0.69, -0.61, 0.36, -0.32, -0.45, -0.36, -0.32, 0.31, 0.53, -0.61, 0.42, 0.52, -0.21, 0.44, 0.35, -0.62, 0.57, -0.57, 0.54, 0.21, -0.35, -0.63, 0.56, -0.29, 0.41, 0.00, 0.39, -0.31, -0.40, -0.78, 0.52, 0.33, 0.72, 0.36, -0.56, 0.30, -0.27, 0.71, -1.62, -1.55, 0.42, -0.27, -0.57, -0.34, 0.36, -0.41, 0.49, 0.45, 0.20, 0.39, -0.37, -0.35, -0.58, -0.49, 0.03, 0.68, 0.49, 0.17, 0.49, -0.54, 0.36, -0.83, -0.65, 0.38, 0.41, 0.41, -0.36, 0.46, 0.36, -0.26, -0.45, 0.42, 0.37, 0.38, 0.36, 0.17, 0.36, 0.05, 0.37, 1.20, 0.49, 0.33, -0.37, -0.41, -0.34, -0.32, 0.43, -0.17, 0.44, -0.55, 0.10, -0.33, -0.42, 0.46, -0.73, -0.87, -0.38, 0.38, 0.46, -0.02, 0.41, 0.39, 0.41, -0.58, -0.18, -0.15, 0.61, 0.26, 0.41, -1.83, -0.63, 0.57, 0.45, -0.32, 0.39, -0.35, -0.33, 0.12, -0.68, 0.39, 0.46, 0.25, -0.45, 0.08, -0.64]
}


No. 3
{
  "formula": "C62H58BrCrN4O3P2Te",
  "method": "the ωB97M-V functional and the def2-TZVPD basis",
  "multiplicity": 2,
  "lumo_energy_ha": [0.00166, 0.00163],
  "homo_energy_ev": [-6.5, -6.1],
  "energy_ha": -7411.2785,
  "charge": 0,
  "symbols": ["H", "H", "H", "C", "H", "H", "H", "O", "N", "C", "H", "C", "C", "C", "Cr", "C", "C", "H", "N", "C", "H", "C", "H", "C", "H", "H", "C", "H", "C", "H", "H", "H", "C", "H", "C", "C", "C", "H", "C", "C", "C", "H", "H", "H", "C", "C", "C", "N", "C", "H", "C", "C", "C", "C", "C", "H", "C", "H", "H", "H", "H", "C", "H", "C", "C", "H", "H", "C", "H", "C", "H", "H", "H", "H", "C", "C", "H", "C", "C", "C", "H", "C", "Br", "N", "C", "H", "C", "H", "C", "C", "O", "H", "H", "C", "C", "H", "C", "C", "P", "H", "H", "C", "C", "O", "H", "H", "H", "H", "C", "H", "H", "C", "C", "H", "H", "C", "C", "Te", "H", "H", "C", "C", "H", "C", "H", "C", "C", "H", "C", "C", "H", "P"],
  "positions_angstrom": [[-1.170, -7.217, -1.273], [-4.813, -1.413, 4.268], [3.624, -2.270, -3.527], [-2.343, 5.276, 2.262], [3.763, 0.196, -3.204], [1.242, -7.768, -1.167], [-1.969, -2.754, -1.845], [1.016, 2.299, -1.758], [0.040, -0.361, 2.720], [-0.559, 1.632, 0.642], [5.376, -1.112, -1.916], [-4.028, -0.715, 4.532], [1.922, 4.536, 2.236], [-1.947, 0.375, 3.968], [1.200, -0.858, 0.557], [-2.021, 3.792, -2.731], [1.834, 3.586, 3.167], [2.017, -2.587, -2.858], [-1.376, -2.025, -1.459], [3.590, 3.580, 0.648], [0.544, -2.254, 3.443], [1.544, -0.816, 4.670], [-1.941, -4.946, -0.745], [-0.878, -5.170, -0.714], [-2.332, 6.081, 1.526], [-0.759, -4.067, 2.383], [-3.143, 1.431, -4.863], [-1.804, 5.626, 3.147], [-4.429, 1.018, -4.541], [1.398, -1.722, -6.991], [4.884, -2.184, -0.590], [-2.947, -1.035, 2.709], [-0.450, -6.454, -1.004], [-2.014, 2.883, 3.474], [2.550, 2.256, 3.170], [-2.049, 0.832, -4.258], [1.387, -4.497, -0.289], [3.438, -3.365, -2.144], [4.916, 1.343, 3.433], [0.316, -1.263, 3.839], [-1.036, 1.696, 1.987], [-2.644, -4.632, 3.865], [-1.205, 1.742, 5.445], [1.441, -1.175, 5.697], [-4.071, -0.036, 5.741], [-3.211, -2.350, 0.807], [-2.977, -0.506, 3.653], [2.646, 0.114, 1.720], [-1.211, 3.965, 0.411], [1.210, 3.795, 4.029], [-0.643, 3.764, -2.533], [0.641, -3.574, -6.212], [4.090, 2.477, 2.948], [3.842, 2.318, 1.415], [2.724, 4.524, 1.007], [-2.158, 5.881, -5.392], [-4.282, -2.698, 1.624], [4.464, 3.447, 3.281], [-1.051, 1.183, -4.499], [1.337, 5.434, 2.401], [-0.949, -3.932, -3.256], [-4.082, -3.519, 2.722], [-3.380, 5.109, 2.560], [3.067, -2.444, -2.603], [-0.879, 0.533, 2.900], [0.292, 5.828, -5.053], [2.875, -6.028, -0.525], [-1.726, 4.020, 1.698], [0.989, -4.166, -7.049], [4.701, 0.052, 3.117], [-3.674, -1.369, -2.270], [2.012, 0.048, -2.899], [-0.191, -5.249, -5.159], [2.593, 5.374, 0.347], [-0.245, -2.049, -4.033], [2.528, 1.571, 1.766], [-0.542, -1.359, 4.502], [-1.734, 5.287, -4.593], [0.870, -2.204, -6.178], [-1.745, -3.664, 2.178], [-3.636, 4.549, -3.920], [-3.054, 0.852, 6.059], [3.711, -2.365, 2.203], [2.291, -1.361, -0.570], [-1.997, 1.057, 5.181], [5.381, -0.674, 3.537], [-2.564, 4.545, -3.762], [0.662, -0.393, -5.065], [0.442, -1.455, -5.095], [3.234, -1.250, -1.659], [-0.199, 0.521, 0.152], [-4.916, -3.792, 3.357], [5.987, 2.569, 4.407], [-0.007, 2.888, -1.477], [-0.457, -3.421, -4.075], [1.691, 1.871, 1.153], [1.820, -5.789, -0.577], [-2.213, -0.201, -3.332], [-0.520, -2.453, -0.040], [3.020, 0.905, -1.748], [-1.226, 4.866, -0.194], [4.661, -1.246, -1.101], [-3.507, -0.591, -3.004], [5.957, 1.622, 4.226], [-2.990, 2.232, -5.576], [-3.360, -1.682, -0.031], [1.255, 4.440, -3.233], [-3.079, 1.391, 6.998], [0.905, -6.764, -0.938], [4.114, 3.681, -0.295], [-5.273, -2.321, 1.401], [-1.631, 2.862, 2.462], [-2.806, -3.992, 3.005], [-4.889, -0.199, 6.431], [2.464, -1.236, 4.289], [0.038, -4.175, -0.366], [-0.359, 5.258, -4.401], [1.898, 1.278, 5.006], [-2.664, 3.206, -2.085], [-5.286, 1.484, -5.010], [-1.936, -2.843, 1.066], [0.184, 4.489, -3.382], [4.792, -0.424, -0.391], [-4.607, 0.010, -3.606], [4.578, 1.693, 0.913], [-0.630, 2.817, -0.125], [-0.019, -4.180, -5.155], [-5.605, -0.316, -3.342], [2.999, 0.056, -2.433], [3.619, -0.454, 2.298], [2.092, -3.716, -0.028], [-0.683, -0.950, -2.609]],
  "mulliken_charge": [0.45, 0.37, 0.49, -1.76, 0.55, 0.40, 0.77, -0.31, 1.36, -1.94, 0.50, -0.48, -0.90, -0.74, 0.56, 0.14, -0.56, 0.28, -0.43, -1.26, 0.21, -1.29, 0.38, -0.49, 0.38, 0.55, -0.65, 0.34, -0.76, 0.40, 0.29, 0.48, -0.73, 0.54, 0.75, -0.59, -0.13, 0.27, -0.43, -0.96, 0.79, 0.47, 0.51, 0.76, -0.72, -1.12, 0.11, 1.10, -0.55, 0.31, 0.15, -0.45, 0.08, 0.86, -0.41, 0.41, -0.40, 0.92, 0.15, 0.40, 0.16, -0.76, 0.39, -1.54, -0.28, 0.42, 0.48, 0.29, 0.39, -1.08, 0.14, 0.01, 0.44, 0.40, 0.77, -1.18, 0.64, -0.46, -0.86, -0.87, 0.43, -1.03, -0.04, -0.19, 0.23, 0.58, -0.99, 0.19, -0.34, 1.50, 1.51, 0.47, 0.41, 0.00, 0.06, -0.77, -0.77, 1.03, 1.68, -0.03, 0.39, -1.57, -0.45, -0.56, 0.50, 0.30, 0.41, 0.42, -0.74, 0.35, 0.40, -0.82, -0.72, 0.39, 0.26, 0.81, -0.79, 0.06, 0.48, 0.39, 0.85, -0.41, 0.01, -0.64, 0.52, 1.26, -0.80, 0.44, -1.29, -0.45, 0.25, -0.14]
}